1.
Here is a structure of composition C18H15CrFSbSe4Si in a non-equilibrium geometry from the Open Molecules 2025 dataset. Energies are from ωB97M-V with the def2-TZVPD basis set.

Geometry as ORCA input:
```
! RIJCOSX wB97M-V def2-TZVPD def2/J DEFGRID3
* xyz 1 1
Cr 0.788 -0.282 -1.157
Se 2.966 3.652 -1.877
Sb 2.951 1.298 -2.171
Se 2.261 0.332 0.294
Se 0.435 0.715 -3.033
Se 4.479 -0.219 -3.189
C -1.134 5.391 -0.525
C -2.256 4.643 -0.851
C -2.242 3.270 -0.714
C -1.097 2.619 -0.240
C 0.028 3.386 0.073
C 0.013 4.763 -0.070
Si -1.167 0.734 -0.139
C -1.227 -0.216 1.485
C -0.331 -0.026 2.538
C -0.459 -0.748 3.710
C -1.497 -1.656 3.847
C -2.402 -1.846 2.815
C -2.262 -1.142 1.635
H -1.153 6.461 -0.648
H -3.142 5.131 -1.228
H -3.119 2.695 -0.980
H 0.942 2.919 0.440
H 0.903 5.336 0.148
H -2.242 0.223 -1.041
H 0.465 0.713 2.467
H 0.245 -0.605 4.516
H -1.601 -2.211 4.765
H -3.216 -2.545 2.932
H -2.966 -1.287 0.825
F 2.262 -6.091 -1.018
C 1.862 -4.837 -1.211
C 2.437 -4.084 -2.226
C 2.055 -2.763 -2.361
C 1.125 -2.197 -1.488
C 0.520 -2.992 -0.503
C 0.885 -4.320 -0.367
H 3.190 -4.504 -2.873
H 2.502 -2.175 -3.166
H -0.248 -2.592 0.182
H 0.449 -4.944 0.400
*
```

**Gap between HOMO and LUMO (spin up / spin down)**: 5.4 / 5.3 eV

Just the Löwdin charges please, in e? Sure, here they are: -0.3563, 0.1015, 0.0532, 0.5085, 0.5070, 0.1271, -0.0511, -0.0641, -0.1067, -0.3244, -0.1576, -0.0960, 0.7272, -0.3438, -0.1291, -0.0552, -0.0477, -0.0591, -0.1175, 0.1136, 0.1129, 0.0995, 0.0466, 0.1047, 0.0197, 0.0737, 0.1158, 0.1153, 0.1148, 0.1012, 0.1105, -0.2470, 0.0310, -0.1057, -0.2689, -0.0850, 0.0203, 0.1339, 0.0401, 0.1061, 0.1313

---

2.
Here is a structure of composition C18H15I2N3O2RuS in a non-equilibrium geometry from the Open Molecules 2025 dataset. Energies are from ωB97M-V with the def2-TZVPD basis set.

Geometry as ORCA input:
```
! RIJCOSX wB97M-V def2-TZVPD def2/J DEFGRID3
* xyz 1 2
Ru 1.002 0.192 -1.313
I 3.606 -4.998 1.050
C 3.298 -2.986 0.543
C 3.602 -2.556 -0.753
C 3.390 -1.245 -1.069
I 3.288 -0.469 -3.057
C 2.914 -0.260 -0.124
O 2.893 0.973 -0.394
C 2.494 -0.798 1.155
C 1.707 0.177 1.991
N 0.495 0.511 1.226
C -0.117 1.814 1.494
C -0.501 2.550 0.228
C -1.479 3.540 0.237
C -1.816 4.162 -0.954
C -1.164 3.794 -2.123
C -0.186 2.818 -2.042
N 0.128 2.228 -0.894
C 2.697 -2.119 1.461
H 3.963 -3.253 -1.493
H 2.300 1.090 2.113
H 1.466 -0.242 2.977
H -0.189 -0.236 1.345
H 0.596 2.438 2.039
H -1.006 1.707 2.126
H -1.977 3.806 1.157
H -2.584 4.918 -0.972
H -1.412 4.248 -3.070
H 0.385 2.511 -2.920
H 2.380 -2.495 2.422
O -1.378 0.127 -1.509
N -1.963 -0.839 -0.876
C -3.149 -0.608 -0.280
C -3.792 -1.587 0.433
C -3.233 -2.864 0.514
C -2.023 -3.095 -0.097
C -1.367 -2.062 -0.768
S 0.234 -2.238 -1.354
H -3.527 0.396 -0.404
H -4.714 -1.353 0.939
H -3.731 -3.647 1.062
H -1.526 -4.050 -0.048
*
```

**Gap between HOMO and LUMO (spin up / spin down)**: 6.3 / 6.0 eV
**ΔE to the lowest compared entry with this formula, charge and spin**: 64.1 kcal/mol
**Expectation value of S²**: 0.946

Just the Löwdin charges please, in e? Sure, here they are: 0.9772, 0.9372, -0.7043, -0.2247, -0.6040, 1.0446, -0.6195, -0.1172, -0.1511, -0.1256, -0.0520, -0.1143, -0.2500, -0.0004, -0.0285, -0.0247, -0.1224, -0.0080, -0.1022, 0.1009, 0.1355, 0.1378, 0.1247, 0.1386, 0.1344, 0.1228, 0.1185, 0.1164, 0.1152, 0.1089, -0.2098, -0.2380, -0.0126, -0.0415, -0.0456, -0.0766, -0.6402, 0.7151, 0.1405, 0.1139, 0.1171, 0.1136

---

Number 1: energy -325838.781 eV. Number 2: energy -57083.771 eV.